Entry 1:
42
Properties=species:S:1:pos:R:3 method="wB97M-V/def2-TZVPD" largest_force_ev_per_a=19.93 gap_ev=7.765
C 3.13 2.53 0.55
C 2.12 1.63 1.05
C 2.49 0.67 1.99
C 1.65 -0.15 2.70
O 2.05 -0.81 3.50
O 0.38 -0.05 2.42
C -0.06 0.81 1.55
C -1.25 0.61 0.86
C -1.71 1.37 -0.15
C -0.97 2.37 -0.74
C 0.37 2.21 -0.28
C 1.00 1.50 0.70
H 1.08 3.31 -0.86
H -1.34 2.86 -1.53
O -3.01 1.20 -0.59
C -3.43 1.21 -1.74
C -2.69 0.29 -2.66
C -2.29 -1.07 -1.78
C -0.81 -1.00 -1.91
N -0.41 -0.03 -2.42
O -1.29 0.65 -3.20
C 0.09 -1.78 -0.72
C -0.40 -2.77 -0.03
C 0.42 -3.35 0.99
C 1.98 -3.08 0.69
C 2.26 -1.95 -0.02
C 1.48 -1.13 -0.82
H 1.81 -0.69 -1.58
H 3.35 -1.65 0.22
H 2.41 -3.37 1.63
H 0.12 -4.15 1.43
H -1.29 -2.91 -0.16
H -2.80 -1.15 -0.91
H -2.45 -1.92 -2.38
H -3.21 -0.05 -3.56
H -4.55 0.81 -1.96
H -3.11 2.19 -2.48
H -2.19 -0.11 1.63
H 3.61 0.62 2.50
H 4.22 2.24 1.09
H 2.75 3.64 0.74
H 3.22 2.22 -0.29

Entry 2:
57
Properties=species:S:1:pos:R:3 method="wB97M-V/def2-TZVPD" multiplicity=2 charge=-2 largest_force_ev_per_a=0.58 s2=0.75 gap_ev="6.357 / 6.743"
Co -0.05 0.12 0.05
C -1.99 1.37 7.03
C -1.46 -0.05 6.78
C -0.49 -0.53 7.85
C 0.77 0.32 7.85
C 1.34 0.44 6.46
C 2.66 0.75 6.26
C 3.17 0.86 4.97
F 4.48 1.17 4.83
C 2.39 0.68 3.86
C 1.04 0.35 4.04
C 0.18 0.20 2.85
O 0.71 0.47 1.76
C -1.17 -0.23 3.09
C -1.58 -0.34 4.37
N -0.82 -0.12 5.47
C 0.52 0.23 5.33
C -2.26 -0.52 2.04
O -3.35 -0.92 2.49
O -1.97 -0.32 0.84
H -2.45 1.44 8.02
H -2.73 1.63 6.28
H -1.18 2.10 6.97
H -2.31 -0.73 6.74
H -0.23 -1.57 7.63
H -0.98 -0.51 8.83
H 1.52 -0.11 8.52
H 0.54 1.32 8.24
H 3.32 0.91 7.10
H 2.78 0.77 2.86
H -2.61 -0.63 4.55
C -0.30 -1.98 -3.22
C -1.04 -1.74 -1.91
C -2.49 -2.17 -1.97
O -0.97 -0.31 -1.68
C -0.30 -2.51 -0.79
O -0.36 -3.74 -0.83
O 0.34 -1.80 0.05
H -0.84 -1.51 -4.05
H -0.22 -3.05 -3.39
H 0.70 -1.55 -3.16
H -2.99 -1.70 -2.82
H -3.00 -1.89 -1.04
H -2.53 -3.25 -2.07
H -1.83 0.00 -1.35
F 3.10 -0.14 -2.74
B 3.14 0.61 -1.56
F 4.07 0.07 -0.66
F 3.46 1.95 -1.85
F 1.84 0.57 -0.95
F -1.44 5.17 1.20
C -1.61 4.17 0.31
F -2.95 4.11 0.06
F -1.03 4.58 -0.83
C -1.09 2.80 0.84
O -1.16 2.65 2.05
O -0.73 2.04 -0.10

Entry 3:
45
Properties=species:S:1:pos:R:3 method="wB97M-V/def2-TZVPD" largest_force_ev_per_a=1.37 gap_ev=5.053
C 2.54 1.68 5.45
O 1.43 2.34 4.76
C 0.92 1.75 3.65
C -0.27 2.29 3.11
C -0.75 1.85 1.90
C 0.01 0.92 1.13
C -0.24 0.68 -0.27
C 0.81 0.28 -1.17
C 0.49 -0.31 -2.43
C 1.48 -0.81 -3.25
C 2.85 -0.66 -2.89
O 3.74 -0.98 -3.87
C 2.94 -1.39 -5.04
C 1.45 -1.33 -4.66
C 3.20 -0.09 -1.66
C 2.21 0.42 -0.86
C 1.02 0.18 1.82
C 1.50 0.60 3.04
H 2.61 2.23 6.39
H 2.35 0.62 5.64
H 3.46 1.79 4.86
H -0.74 3.11 3.64
H -1.67 2.23 1.47
H -1.16 1.07 -0.72
H -0.56 -0.46 -2.72
H 3.17 -0.71 -5.87
H 3.25 -2.41 -5.33
H 0.99 -2.32 -4.74
H 0.90 -0.66 -5.33
H 4.26 -0.02 -1.42
H 2.48 0.90 0.07
H 1.46 -0.71 1.35
H 2.34 0.09 3.53
C -2.16 -0.97 0.21
C -2.60 -1.35 -1.05
C -4.02 -1.24 -1.03
C -4.37 -0.82 0.24
B -5.80 -0.71 0.96
F -6.48 -1.69 0.19
F -5.63 -1.01 2.30
F -6.29 0.57 0.70
O -3.22 -0.65 0.98
H -1.20 -1.16 0.69
H -1.99 -1.65 -1.89
H -4.69 -1.49 -1.85